1.
ORCA calculation (wB97M-V/def2-TZVPD) on a structure of composition C29H45As2CaN9O2 in a non-equilibrium geometry.

Output
Largest force on an atom ... 0.0293 hartree/bohr
LUMO level ... -5.4 eV
E ... -188416.9197 eV
Orbital gap ... 7.997 eV
Total charge ... +2
HOMO level ... -13.432 eV

Atoms and positions in Å:
As 2.58751 0.70376 -1.70929
As 2.75091 -1.94304 0.50821
Ca 0.31371 -0.27784 -0.12909
O -4.49009 -3.48954 4.40691
O -5.79279 -2.19964 5.65501
N -2.32999 1.57886 1.69301
N -0.56189 -2.68144 -3.88989
N -1.58779 -0.78034 -3.15119
N -0.63439 -2.11024 1.15511
N 0.20381 -1.66534 -1.94289
N -3.04169 0.98986 -2.82039
N -0.47649 2.86896 0.20081
N 0.71701 0.22556 2.20131
N -1.56299 0.32966 -1.12169
C -3.65859 2.01156 -1.99269
C -3.59369 -0.41384 1.78481
C -1.00689 4.93386 1.29521
C 5.35891 -2.35764 -0.72429
C 2.21731 0.75596 -3.64329
C -3.18209 0.76906 2.41801
C 0.57181 4.90236 -0.48649
C 6.41881 -2.11064 -1.57479
C -0.10829 5.61446 0.49131
C 2.69951 -3.91634 0.40101
C 3.84791 -1.80904 2.14461
C 6.30611 -1.11594 -2.52989
C -4.49979 -1.21044 3.86231
C -4.23789 -1.39304 2.50411
C 5.16011 -0.34604 -2.58469
C -0.11729 -2.07154 2.51891
C -3.50839 0.97856 3.76271
C 4.10611 -0.54684 -1.69629
C -3.52409 0.84716 -4.18229
C 4.19941 -1.58724 -0.76529
C -0.13769 -0.63444 3.02401
C -4.93939 -2.40544 4.65681
C -2.15589 2.82106 1.90031
C -4.17349 -0.00414 4.47291
C 3.63231 2.38156 -1.63609
C 0.33831 3.53546 -0.59599
C -2.05139 0.21646 -2.30149
C -1.16759 3.55706 1.11971
C -0.60729 -1.71864 -2.93569
H -2.69909 0.84296 -4.89859
H 5.09151 0.43446 -3.33469
H -4.38329 0.15176 5.52111
H -1.96449 1.08726 -0.58459
H 1.37881 1.42886 -3.83729
H 4.49931 2.33926 -2.29799
H 3.98061 2.56246 -0.61719
H 1.68981 0.06656 2.46251
H 0.51551 1.19866 2.42021
H -0.70439 -2.69304 3.21021
H 7.11581 -0.92984 -3.21759
H 0.11591 -3.42114 -3.82219
H 0.04481 6.67506 0.60851
H -3.18729 1.87976 4.26271
H -4.53059 -2.32534 2.04431
H 3.00131 3.21716 -1.94529
H 2.53621 -4.22894 -0.63149
H -1.58549 5.45316 2.04161
H -3.37149 -0.53904 0.73341
H 0.80051 2.93916 -1.38039
H 5.45121 -3.15574 0.00351
H -4.13399 -0.05444 -4.30219
H -1.15989 -0.26894 2.93631
H 1.95061 -0.23984 -3.99709
H -1.23149 -2.74944 -4.63679
H 0.14961 -0.62694 4.08481
H 4.74731 -2.41824 2.04921
H -1.63029 -1.90264 1.18391
H 3.08021 1.11386 -4.20829
H 3.62121 -4.37714 0.75791
H -6.11019 -1.29074 5.73241
H -2.10559 -0.89954 -4.00739
H -0.55499 -3.05784 0.79351
H 0.91691 -2.44114 2.52091
H 4.15431 -0.77034 2.29921
H -3.01209 2.89086 -1.88659
H -4.15099 1.70186 -4.42529
H -3.89779 1.62186 -1.00019
H 7.32951 -2.68264 -1.48919
H -2.74149 3.41056 2.61511
H 1.87591 -4.29784 1.00921
H -4.59229 2.32416 -2.45579
H 1.26171 5.39316 -1.15029
H 0.86241 -2.44034 -1.94899
H 3.29461 -2.15474 3.02151

Mulliken population analysis, charges in e, atoms 1 to 8: 1.027, 0.794, 1.936, -0.528, -0.458, 0.770, -0.422, 0.034


2.
ORCA calculation (wB97M-V/def2-TZVPD) on a structure of composition C29H45BO2P2Ti in a non-equilibrium geometry.

Output
⟨S²⟩ ... 0.7557
Largest force on an atom ... 0.0579 hartree/bohr
LUMO level (alpha / beta) ... -4.4 / -4.2 eV
E ... -77261.6255 eV
Orbital gap (alpha / beta) ... 6.333 / 6.563 eV
Total charge ... +1
Multiplicity ... 2
HOMO level (alpha / beta) ... -10.740 / -10.751 eV

Atoms and positions in Å:
Ti 1.52646 0.14469 0.54748
P -3.11316 -1.52154 -3.17796
P -3.99797 1.29517 -3.73062
O 0.13164 1.43046 3.39114
O 0.65445 -0.79452 3.70577
C 0.38587 -0.65756 -2.15908
C -0.24600 1.38294 7.03690
C 3.13098 1.49348 1.66123
C -4.36601 1.41121 -5.56613
C -3.16978 -2.34197 -4.85422
C 3.58519 0.47994 -0.38046
C 0.20503 -0.25812 4.87114
C 3.85167 -0.45314 3.25536
C 1.13537 -1.89269 -1.64341
C 3.13237 1.70796 0.24221
C -4.62929 -0.45078 -3.51521
C -1.13211 -1.35509 0.45330
C 3.59321 0.14259 1.91562
C 2.92821 2.55475 2.68718
C -4.11898 -2.83305 -2.33326
C 2.90562 3.01865 -0.43720
C 3.96390 0.33166 -1.81729
C 0.05006 0.03890 7.23104
C 0.24660 -0.82684 6.13889
C 3.88123 -0.46625 0.66598
C 1.26915 -2.05520 -0.16619
C -0.30361 1.00269 -0.30102
C 4.56404 -1.77908 0.49054
C -1.40045 0.14792 0.28547
C 0.28120 -1.77050 0.77526
C -0.09909 1.08406 4.68578
C -5.62369 2.08844 -3.29423
C -0.36620 1.91881 5.75171
C 0.50586 0.64449 -1.39860
B 0.69521 0.27989 2.73204
H -5.34458 -0.52998 -2.67404
H 2.10222 -2.68723 0.15849
H -2.45140 -3.17140 -4.84536
H -2.90102 -1.63286 -5.64907
H 2.15679 -1.91359 -2.05522
H -0.61913 2.95791 5.55648
H 3.24684 0.82884 -2.48223
H 1.04404 1.44748 -1.91737
H -0.24698 2.02780 0.08743
H 0.45838 -1.88569 6.24992
H 2.56543 2.90346 -1.47041
H -4.18581 -2.73060 -5.02987
H -1.65103 0.56576 1.26902
H 4.94899 0.78940 -2.00389
H -0.67529 -0.92265 -2.32547
H -1.54411 -1.90614 -0.41024
H 2.99062 -0.32323 3.91539
H -5.11654 -0.77307 -4.45778
H 2.40662 2.17317 3.56673
H 4.32713 -2.24104 -0.47230
H 4.03511 -0.72159 -2.11558
H 0.45332 -2.14751 1.78905
H 2.33438 3.37501 2.27555
H 0.78366 -0.46461 -3.16999
H -0.40139 2.03867 7.88996
H -3.48110 -3.71267 -2.18974
H 2.16421 3.62133 0.09382
H -5.39778 1.07863 -5.76447
H -2.32694 0.22751 -0.31246
H -6.42437 1.65670 -3.91374
H 0.63970 -2.76681 -2.10467
H 4.28617 -2.48078 1.28166
H -1.74638 -1.69630 1.30247
H 5.65713 -1.66889 0.53083
H 0.12462 -0.37149 8.23347
H -4.27394 2.47362 -5.82682
H 3.88462 2.98430 3.02799
H 4.03971 -1.52837 3.17496
H -5.52289 3.15770 -3.50960
H 3.82884 3.61219 -0.47710
H -5.84473 1.94463 -2.23118
H 4.72612 -0.00637 3.75169
H -4.98199 -3.08403 -2.96882
H -4.46851 -2.46770 -1.35990
H -3.65573 0.82819 -6.16681

Mulliken population analysis, charges in e, atoms 1 to 8: -0.707, 0.679, 0.283, -0.505, -0.461, -0.361, -0.507, 0.378


3.
ORCA calculation (wB97M-V/def2-TZVPD) on a structure of composition C29H45BaNO6S2Si3Te.

Output
Largest force on an atom ... 0.0126 hartree/bohr
LUMO level ... 3.8 eV
E ... -97875.0798 eV
Orbital gap ... 5.105 eV
Total charge ... -2
HOMO level ... -1.295 eV

Atoms and positions in Å:
Ba 0.99689 0.08641 0.11549
Te 4.59584 1.51203 -0.98155
S 3.54941 -0.60672 2.16690
S 1.82213 -3.41219 0.73480
Si -2.72369 -2.24069 -0.49508
Si -2.20653 -0.99786 2.32836
Si -2.99047 0.75224 -0.08034
O 2.55297 -3.01641 -0.46222
O 1.25631 -4.74315 0.69019
O 4.70914 0.01301 2.76447
O 0.86810 -2.38205 1.14090
O 2.27331 -0.06230 2.64635
O 3.58628 -0.64071 0.70332
N -1.50085 0.26033 -2.40990
C -2.49872 1.01531 -1.91729
C -3.17234 1.92494 -2.73886
C -1.80883 1.24955 -4.57037
C -1.27323 -3.06516 -1.34986
C 3.22175 -4.71265 2.65090
C -1.61640 -2.69680 2.94256
C 4.46662 -2.54506 3.79343
C -1.18101 0.37785 -3.69680
C 3.63515 -2.34281 2.69789
C -2.53170 2.34058 0.85771
C 0.67143 4.93791 -0.49554
C -2.27207 -0.77835 0.51723
C 1.01076 3.92165 -1.42886
C 5.05953 2.66496 -2.72795
C -1.05743 0.21448 3.22863
C 2.55943 5.55926 -2.40285
C -3.88781 -0.72111 3.19115
C -3.94353 -1.93375 -1.93386
C 1.24851 6.19165 -0.51803
C 1.98761 4.29949 -2.38133
C -4.89610 0.95434 -0.08870
C -3.68020 -3.59524 0.44458
C 4.82397 -0.32566 -2.05118
C 4.05361 -4.90123 3.74429
C 0.40983 2.62262 -1.37974
C -2.82371 2.05146 -4.07079
C 2.99709 -3.45106 2.11510
C 4.67580 -3.80956 4.32239
C 2.20705 6.53294 -1.47271
H -4.22771 0.31071 3.06157
H -0.75678 -2.28398 -1.91704
H 4.96300 -1.68344 4.21607
H 2.66149 7.51606 -1.48733
H 6.11620 2.58197 -2.97827
H -4.21970 -2.92101 -2.32018
H -0.75088 -2.55106 3.59522
H -2.83741 3.21238 0.26998
H -0.37316 -0.25813 -4.04596
H -3.15931 -4.02905 1.29724
H 4.20558 -5.89844 4.13996
H -5.19467 1.95463 -0.42050
H 5.32742 -3.93347 5.17905
H -0.07200 4.70939 0.26223
H -0.62424 2.63964 -1.02141
H 0.43844 2.05612 -2.31581
H 2.28247 3.57015 -3.12826
H 0.94391 6.92233 0.22551
H -3.82713 -0.92152 4.26611
H -4.64945 -1.37675 2.75882
H -0.57539 -3.49887 -0.63627
H -3.90767 -4.40580 -0.25686
H -1.18573 0.07273 4.30747
H -0.00068 0.00876 3.03721
H -3.08996 2.35961 1.79983
H -1.25592 1.26645 3.01330
H -2.40197 -3.19739 3.51731
H -3.51085 -1.36132 -2.75592
H -3.33625 2.75956 -4.71252
H -4.63163 -3.18690 0.80221
H 4.19036 -0.29767 -2.93646
H 4.80169 3.70109 -2.52588
H 4.50694 -1.13093 -1.39456
H -1.47508 2.46899 1.09788
H -1.49579 1.30382 -5.60513
H 4.45596 2.31365 -3.56300
H -3.97544 2.52311 -2.32755
H -1.58334 -3.84617 -2.05022
H -1.28029 -3.36115 2.14842
H -5.40475 0.22636 -0.72139
H 5.86179 -0.46155 -2.34862
H 3.29564 5.78665 -3.16931
H 2.70976 -5.54784 2.19383
H -5.26715 0.82379 0.93039
H -4.86424 -1.43802 -1.62397

Mulliken population analysis, charges in e, atoms 1 to 8: 1.314, 0.274, 1.211, 1.250, 0.135, 0.492, -0.363, -0.635


4.
ORCA calculation (wB97M-V/def2-TZVPD) on a cluster of 3 separate species, C29H45Br2NO2 in total.

Output
Largest force on an atom ... 0.0167 hartree/bohr
LUMO level ... -0.9 eV
E ... -176473.4227 eV
Orbital gap ... 8.418 eV
HOMO level ... -9.295 eV
Structure (SMILES) ... C[C@H](Br)[C@@H](Br)C1=C(N)C(=O)C=C(CCc2ccccc2)C1=O.CCCCCC.CCCCCC

Atoms and positions in Å:
Br 2.41165 6.51489 -1.81944
Br 4.02497 4.94190 1.96929
O 1.89075 6.51089 3.64914
O -2.27960 5.66956 1.46762
N -0.19523 4.92530 -0.28356
C 0.26661 2.98382 5.42363
C 0.94054 1.05103 2.20661
C 0.27236 1.67422 3.25500
C 2.48371 5.38214 0.85794
C 0.22550 -8.15035 -5.33651
C 0.48450 4.50465 5.28058
C -0.33506 -6.59663 -3.38876
C 2.32880 0.96076 2.22109
C 0.11725 4.97818 3.90218
C 0.00331 5.22375 1.06476
C -1.88343 -1.79915 0.55198
C 0.76090 -7.22674 -4.24654
C 0.06933 -3.57209 -4.00564
C -1.23471 5.27431 1.92796
C -0.67301 -4.54752 -4.91325
C -2.36318 -3.25181 0.52663
C 0.33261 -2.22487 -0.63932
C 1.19735 5.42810 1.64505
C 2.21473 7.94126 0.66205
C -4.36551 -2.87043 -1.01485
C -0.96070 -1.41750 -0.60396
C 1.16211 5.71133 3.11123
C -1.31643 -5.70645 -4.15297
C 3.03647 1.49083 3.29371
C 0.97306 2.22747 4.32709
C -1.06743 4.80198 3.31655
C 2.83348 6.67794 0.08361
C -3.08935 -3.66422 -0.75295
C 2.36365 2.11848 4.33709
H 1.37743 -6.44573 -4.70005
H 0.10878 5.66713 -0.90507
H 0.47325 -2.73499 -4.57707
H 0.13135 -6.02005 -2.58459
H -0.60356 -3.16554 -3.24735
H -2.04173 -5.30179 -3.43925
H -1.45851 -4.00946 -5.45031
H -2.74591 -1.12648 0.55532
H -1.89844 4.31180 3.80768
H 0.36676 0.63414 1.38893
H -1.89461 -6.31447 -4.85417
H -0.37350 -8.95470 -4.90432
H -0.80856 1.74708 3.23419
H -4.15917 -1.80793 -1.15284
H 2.85121 0.48521 1.40189
H 0.66904 2.67833 6.39098
H -1.18654 4.79363 -0.45651
H -1.36172 -1.62295 1.49869
H 1.54160 4.71272 5.44445
H -0.90154 -7.39323 -2.89602
H 1.22991 8.14889 0.24645
H 0.89481 -2.10773 0.29025
H -1.51143 -3.92011 0.67977
H 2.84475 8.79668 0.41773
H -0.79819 2.74891 5.43037
H 1.04223 -8.60673 -5.89714
H 0.13451 -3.28777 -0.78524
H -3.02777 -3.41318 1.38119
H 4.11564 1.41845 3.31310
H -0.71573 -0.35463 -0.51962
H 2.16508 7.86538 1.74732
H -0.07347 5.05354 6.04013
H 0.97047 -1.89563 -1.46079
H 0.00934 -4.92878 -5.67787
H 2.39132 4.54587 0.16745
H 1.42704 -7.79587 -3.59304
H -3.33816 -4.72640 -0.68200
H -0.40024 -7.61243 -6.05020
H 3.91189 6.78515 0.07807
H 0.90383 -4.05104 -3.49125
H -2.41777 -3.56892 -1.61144
H -4.86766 -3.22529 -1.91580
H -5.06373 -2.97154 -0.18131
H 2.94444 2.53434 5.15271
H -1.48670 -1.52892 -1.55651

Mulliken population analysis, charges in e, atoms 1 to 8: -0.147, -0.134, -0.595, -0.601, -0.525, -1.288, -0.406, -0.388


5.
ORCA calculation (wB97M-V/def2-TZVPD) on a structure of composition C29H45CoN4O2SSi2.

Output
⟨S²⟩ ... 3.7577
Largest force on an atom ... 0.0039 hartree/bohr
LUMO level (alpha / beta) ... -2.3 / -2.5 eV
E ... -105074.6273 eV
Orbital gap (alpha / beta) ... 8.295 / 8.408 eV
Total charge ... +1
Multiplicity ... 4
HOMO level (alpha / beta) ... -10.613 / -10.868 eV

Atoms and positions in Å:
Co 0.30539 0.72575 -0.30817
S 0.92660 3.63933 -1.57815
Si 3.47777 0.64919 -0.92963
Si 1.81013 -2.12542 -0.90874
O -4.88457 -4.73358 -1.53593
O -0.03117 2.54286 -1.09200
N -5.01320 -3.43742 0.32517
N -1.63477 0.10584 -0.73808
N 0.91355 0.38791 1.63148
N -3.48985 -2.95607 -1.40645
C -2.97192 -2.99746 1.63521
C -2.62500 0.97966 -0.50671
C 3.53309 2.22477 0.11552
C 3.34962 -3.19711 -0.95744
C -2.41789 -0.92071 4.77523
C 0.76866 4.95275 -0.36197
C -4.49697 -3.77612 -0.90691
C 0.62675 -2.98420 0.28756
C 2.58676 -0.72731 3.49547
C 0.66250 0.54958 2.93538
C -2.36176 -2.37228 2.71242
C -4.45167 -1.43810 3.37780
C 2.07475 -0.38422 -0.27757
C 1.16460 -2.06990 -2.67331
C -5.06783 -2.03457 2.28937
C -3.08700 -1.58572 3.60315
C 3.18705 1.02744 -2.74765
C 1.68563 6.12645 -0.67839
C 5.18627 -0.10833 -0.78088
C -3.26769 -1.60405 -1.10515
C -3.95531 0.61263 -0.55730
C 1.98527 -0.32305 1.20786
C 2.84705 -0.89311 2.14962
C -1.95819 -1.15480 -1.02592
C -4.28985 -0.69530 -0.86478
C 1.47447 0.00594 3.90454
C 0.02430 4.36707 -2.94600
C -4.33227 -2.81906 1.41039
C -0.10413 3.36373 -4.08116
H 4.03988 -2.87562 -1.73986
H -0.94497 4.68251 -2.55488
H 3.42802 0.15183 -3.35534
H -2.39264 -3.63539 0.97962
H 0.86202 -3.06234 -3.01639
H -2.32471 1.99429 -0.28311
H 3.24724 -1.16535 4.23306
H -5.04543 -0.84523 4.06325
H -0.21691 1.12872 3.18833
H 5.41381 -0.40812 0.24490
H 1.65809 6.83701 0.14589
H -5.32225 -1.01471 -0.91097
H 1.24753 0.15144 4.95075
H -4.72161 1.34942 -0.36330
H 0.59388 5.24844 -3.24558
H 3.08293 -4.23708 -1.16198
H -0.14900 -2.33732 0.70464
H 1.04814 4.47364 0.57744
H 2.71810 5.79926 -0.80245
H 3.89125 -3.17851 -0.00862
H -6.12891 -1.89769 2.11831
H -1.60434 -1.53178 5.16603
H -0.64166 2.47452 -3.75342
H 4.09385 2.03352 1.03410
H -3.12558 -0.74157 5.58365
H -0.28553 5.22947 -0.30859
H -5.80209 -4.02086 0.56231
H 5.93886 0.62863 -1.07503
H 0.14102 -3.84561 -0.17984
H 4.03334 3.04162 -0.41008
H 1.97216 -1.73849 -3.33122
H -1.99845 0.04707 4.48981
H 2.14844 1.29284 -2.96065
H -0.65939 3.81366 -4.90245
H 5.31370 -0.98241 -1.42088
H -3.07331 -3.33023 -2.24516
H 0.87423 3.06298 -4.45629
H 1.20659 -3.36629 1.13227
H 1.37738 6.65602 -1.57844
H 2.54132 2.56936 0.42330
H -1.14738 -1.85067 -1.18754
H 0.33187 -1.38115 -2.83278
H -1.30077 -2.52610 2.87870
H 3.82857 1.84322 -3.08902
H 3.70349 -1.45999 1.80961

Mulliken population analysis, charges in e, atoms 1 to 8: -0.352, 0.491, 0.169, 0.191, -0.655, -0.599, -0.103, 0.493